DFT (ωB97M-V with the def2-TZVPD basis set) results for a cluster of 2 separate species, C2H10N8 in total.

```
20
Properties=species:S:1:pos:R:3:forces:R:3
C 1.9213 -0.5671 1.0248 -0.932 -2.482 0.454
C -3.6895 0.4395 -1.1534 -1.104 -0.974 -0.056
N 2.8762 -0.4514 -0.0494 1.414 -0.349 -1.382
N 3.6811 0.3948 -0.1696 -0.441 -0.050 -0.713
N -3.1932 0.2546 0.0180 -1.519 0.224 -0.412
N 4.1925 1.3278 -0.6295 4.307 2.319 -0.635
N -1.9515 0.3255 0.5077 2.590 0.562 0.851
N -0.8070 0.5222 -0.3276 -0.709 -0.585 0.213
N 0.6600 -1.1731 0.5981 0.621 2.743 1.250
N -0.0020 -0.6498 -0.5486 1.073 0.480 -0.148
H 2.4281 -1.3111 1.7270 -0.985 1.315 -0.313
H 1.7847 0.4235 1.3671 -0.246 0.911 1.047
H -3.2468 0.5919 -2.1211 1.114 0.192 0.269
H -4.7659 0.2390 -1.2292 0.348 0.514 0.403
H -3.9300 0.2103 0.7621 1.035 -0.328 -0.486
H 5.6700 1.8143 -0.7309 -4.175 -1.919 0.729
H -1.7488 -0.1803 1.3747 -0.718 0.091 -0.364
H -0.2781 1.4022 0.0330 -0.966 -2.497 -0.937
H 0.7366 -2.1372 0.6551 -0.401 -2.150 -0.294
H -0.3377 -1.4755 -1.1081 -0.305 1.982 0.523
```
Positions in Å, forces in eV/Å.

Calculated values
gap between HOMO and LUMO (spin up / spin down): 6.71 / 6.71 eV
net charge: +2
largest force on an atom: 4.9 eV/Å
relative energy (zero: lowest compared OMol25 entry of this formula, charge and spin): 201.1 kcal/mol
LUMO level (spin up / spin down): -9.403 / -9.404 eV